1.
# C4H6OS

An isolated molecule of C4H6OS in a non-equilibrium geometry (ωB97M-V/def2-TZVPD, the OMol25 dataset).

Each line ends with the Löwdin charge.
Atoms and positions in Å:
C 1.043 2.050 -0.121  0.020
C 0.280 1.136 0.514  -0.139
C 0.262 -0.362 0.247  -0.221
O -1.084 -0.691 -0.066  -0.184
C -1.284 -1.994 -0.409  -0.715
S -2.798 -2.460 -0.786  0.673
H 0.960 3.102 0.142  0.056
H 1.753 1.788 -0.890  0.054
H -0.305 1.510 1.360  0.103
H 0.913 -0.501 -0.641  0.127
H 0.588 -1.007 1.095  0.135
H -0.328 -2.572 -0.444  0.091

Relative energy (zero: lowest compared OMol25 entry of this formula, charge and spin) ... 45.4 kcal/mol
Gap between HOMO and LUMO ... 9.118 eV
SMILES ... C=CCOC=S
Highest occupied orbital energy ... -8.9 eV
Charge ... 0

2.
# C11H13N4O5W

A structure of composition C11H13N4O5W in a non-equilibrium geometry (ωB97M-V/def2-TZVPD, the OMol25 dataset).

Each line ends with the Löwdin spin population.
Atoms and positions in Å:
O -0.819 -1.162 -5.623  0.000
C -0.539 -0.732 -4.596  0.003
W 0.169 0.243 0.257  0.655
O -1.388 -2.480 0.700  -0.031
C -0.822 -1.538 0.199  -0.002
C 1.577 2.495 0.804  0.010
O 1.854 3.549 0.436  0.005
C -1.284 1.442 -0.354  0.081
O -2.203 2.131 -0.596  0.097
C 1.912 -0.350 -0.504  0.060
O 2.917 -0.773 -0.926  0.060
H -0.751 -1.146 -0.955  0.016
C -0.272 -0.725 3.105  0.030
N 0.357 0.437 2.416  0.059
C 1.795 0.483 2.871  0.007
N 1.941 0.584 4.349  0.128
C 1.268 -0.595 4.953  0.024
N -0.158 -0.651 4.585  0.518
C -0.817 0.583 5.052  0.021
N -0.200 1.791 4.447  0.181
C -0.315 1.673 2.962  0.013
C 1.239 1.810 4.816  0.029
H 0.226 -1.648 2.790  0.003
H -1.340 -0.749 2.863  0.002
H 2.312 1.348 2.426  0.004
H 2.282 -0.453 2.569  0.001
H 1.354 -0.547 6.047  0.000
H 1.762 -1.501 4.580  0.004
H -1.873 0.552 4.756  0.003
H -0.737 0.645 6.147  0.000
H 0.115 2.587 2.527  0.005
H -1.387 1.602 2.737  0.001
H 1.334 1.898 5.909  0.000
H 1.712 2.688 4.355  0.011

Spin multiplicity ... 3
⟨S²⟩ ... 2.022
Gap between HOMO and LUMO (spin up / spin down) ... 5.552 / 5.027 eV
Highest occupied orbital energy (spin up / spin down) ... -20.2 / -20.2 eV
Charge ... +3

3.
# C18H25Br9F9NO7

A structure of composition C18H25Br9F9NO7 in a non-equilibrium geometry (ωB97M-V/def2-TZVPD, the OMol25 dataset).

Each line ends with the Löwdin spin population.
Atoms and positions in Å:
C 4.177 0.826 -2.065  0.004
C 5.465 0.988 -2.930  0.000
O 6.134 2.020 -2.844  0.000
N 5.671 0.114 -3.897  0.000
C 6.726 0.209 -4.870  0.000
H 4.393 0.337 -1.115  0.000
H 3.365 0.423 -2.670  0.004
H 3.859 1.822 -1.755  0.000
H 5.058 -0.684 -3.987  0.000
H 6.947 -0.791 -5.245  0.000
H 7.592 0.793 -4.559  0.000
H 6.410 0.815 -5.719  0.000
C -0.064 3.419 -1.896  0.000
C -0.788 2.073 -1.732  0.001
O -2.133 2.378 -1.566  0.001
C -2.780 2.502 -0.330  0.001
O -2.268 2.302 0.791  0.000
C -4.258 3.049 -0.397  0.000
F -4.110 4.366 -0.201  0.000
F -4.765 2.814 -1.626  0.001
F -5.001 2.378 0.565  0.000
H -0.075 3.799 -2.917  0.000
H 1.003 3.357 -1.682  0.000
H -0.474 4.187 -1.241  0.000
H -0.423 1.586 -0.828  0.000
H -0.605 1.434 -2.596  0.000
C -3.512 -0.322 1.894  0.005
C -4.241 -1.630 2.353  0.002
O -4.338 -2.545 1.257  0.002
C -5.239 -3.549 1.300  0.003
O -5.961 -3.807 2.292  0.003
C -5.551 -4.219 -0.066  0.001
F -6.656 -3.772 -0.596  0.000
F -4.513 -3.914 -0.800  0.002
F -5.576 -5.539 0.215  0.003
H -3.140 0.231 2.756  0.002
H -4.244 0.329 1.417  0.000
H -2.699 -0.378 1.170  0.001
H -5.254 -1.461 2.716  0.000
H -3.734 -2.122 3.183  0.001
C 1.358 4.589 3.946  0.000
C 0.423 3.469 4.347  0.000
O 0.693 2.195 3.815  0.002
C 0.742 2.015 2.489  0.000
O 0.664 2.849 1.560  0.000
C 1.181 0.554 2.148  0.002
F 2.198 0.679 1.370  0.001
F 1.481 -0.256 3.136  0.003
F 0.179 0.047 1.429  0.004
H 2.320 4.080 3.895  0.000
H 1.405 5.410 4.662  0.000
H 1.226 4.934 2.921  0.000
H -0.553 3.789 3.981  0.000
H 0.490 3.330 5.426  0.000
C -0.237 -3.949 2.836  0.159
Br -0.698 -2.270 3.726  0.186
Br 1.251 -3.605 1.627  0.142
Br -1.670 -4.625 1.735  0.162
H 0.136 -4.729 3.500  0.013
C 3.083 -4.292 -2.760  0.000
Br 3.143 -5.490 -4.340  0.001
Br 4.962 -3.701 -2.528  0.002
Br 2.443 -5.310 -1.133  0.008
H 2.448 -3.420 -2.921  0.000
C -0.579 -2.036 -1.177  0.071
Br -2.252 -1.100 -1.466  0.048
Br 0.909 -1.073 -1.969  0.061
Br -0.678 -3.874 -1.942  0.083
H -0.466 -2.024 -0.093  0.010

Spin multiplicity ... 2
⟨S²⟩ ... 0.753
Gap between HOMO and LUMO (spin up / spin down) ... 2.656 / 8.168 eV
Highest occupied orbital energy (spin up / spin down) ... -1.0 / -6.5 eV
Charge ... -1

4.
# C37H35N6O5RuS

A structure of composition C37H35N6O5RuS (ωB97M-V/def2-TZVPD, the OMol25 dataset).

Each line ends with the Löwdin spin population.
Atoms and positions in Å:
Ru -0.384 -0.437 -0.953  3.923
C 0.928 2.722 6.335  0.000
C 0.722 1.720 5.233  0.000
C -0.492 1.629 4.558  0.000
C -0.700 0.659 3.587  0.001
C 0.318 -0.226 3.280  0.002
C 1.549 -0.126 3.909  0.000
C 1.744 0.841 4.880  0.000
S 0.065 -1.573 2.151  0.016
O -0.390 -2.696 2.930  0.013
O 1.305 -1.708 1.422  0.014
N -1.034 -1.060 1.114  0.125
C -2.315 -1.500 0.971  0.013
C -3.107 -2.170 1.917  0.003
C -4.383 -2.537 1.554  0.001
C -4.863 -2.253 0.276  0.004
C -4.013 -1.600 -0.593  0.009
N -2.780 -1.226 -0.264  0.073
H 0.118 3.450 6.365  0.000
H 1.869 3.260 6.218  0.000
H 0.962 2.222 7.305  0.000
H -1.291 2.318 4.803  0.000
H -1.646 0.598 3.065  0.000
H 2.348 -0.799 3.630  0.000
H 2.707 0.916 5.370  0.000
H -2.701 -2.409 2.888  0.000
H -5.011 -3.055 2.267  0.000
H -5.856 -2.539 -0.036  0.001
H -4.330 -1.357 -1.602  0.001
C 2.411 4.309 3.413  0.000
O 3.489 3.482 3.017  0.000
C 3.241 2.567 2.051  0.002
C 4.370 1.845 1.604  0.009
C 4.209 0.922 0.614  0.000
C 2.953 0.653 0.023  0.010
C 2.845 -0.252 -1.082  0.015
C 4.044 -1.048 -1.535  0.005
O 1.795 -0.412 -1.742  0.094
C 1.808 1.331 0.534  0.014
O 0.602 1.094 0.157  0.144
C 1.995 2.320 1.532  0.010
H 2.810 4.986 4.164  0.000
H 1.596 3.720 3.840  0.000
H 2.031 4.885 2.565  0.000
H 5.332 2.051 2.051  0.000
H 5.078 0.381 0.265  0.000
H 4.446 -1.631 -0.705  0.002
H 4.838 -0.395 -1.900  0.000
H 3.731 -1.719 -2.330  0.000
H 1.102 2.804 1.901  0.000
C 0.150 2.759 -2.488  0.001
C -1.072 2.656 -1.648  0.009
N -1.691 1.555 -1.278  0.065
C -2.756 1.939 -0.498  0.006
C -2.791 3.293 -0.409  0.002
N -1.716 3.734 -1.148  0.004
H 0.820 1.926 -2.276  0.000
H 0.681 3.686 -2.271  0.000
H -0.100 2.743 -3.550  0.000
H -3.410 1.213 -0.049  0.000
H -3.460 3.965 0.094  0.000
H -1.432 4.689 -1.282  0.001
C -0.009 -5.249 -2.416  0.007
C 1.038 -4.629 -1.750  0.006
C 0.918 -3.309 -1.330  0.038
C -0.240 -2.570 -1.571  0.189
C -1.289 -3.225 -2.215  0.039
C -1.184 -4.544 -2.638  0.007
H 0.083 -6.276 -2.747  0.001
H 1.950 -5.178 -1.547  0.001
H 1.740 -2.859 -0.786  0.004
H -2.233 -2.711 -2.383  0.004
H -2.020 -5.023 -3.135  0.001
N -2.304 -2.119 -8.211  0.003
C -1.979 -1.729 -7.181  0.001
C -1.571 -1.240 -5.894  0.005
C -0.250 -1.374 -5.480  0.001
C 0.089 -0.899 -4.226  0.011
N -0.790 -0.300 -3.421  0.076
C -2.054 -0.175 -3.825  0.012
C -2.498 -0.632 -5.053  0.001
H 0.488 -1.849 -6.108  0.000
H 1.089 -1.013 -3.826  0.000
H -2.728 0.309 -3.129  0.001
H -3.532 -0.523 -5.344  0.000

Spin multiplicity ... 6
⟨S²⟩ ... 8.758
Relative energy (zero: lowest compared OMol25 entry of this formula, charge and spin) ... 0.0 kcal/mol
Gap between HOMO and LUMO (spin up / spin down) ... 6.331 / 7.061 eV
Highest occupied orbital energy (spin up / spin down) ... -6.7 / -7.8 eV
Charge ... 0

Among the records above, which one has the lowest charge? C18H25Br9F9NO7